Entry from the OMol25 dataset: a 2-piece molecular cluster, C29H25NO5S2 overall (wB97M-V/def2-TZVPD).

Results
**Relative energy (zero: lowest compared OMol25 entry of this formula, charge and spin)**: 39.3 kcal/mol
**Frontier orbital gap**: 3.5029 eV

Each line ends with the Löwdin charge.
CARTESIAN COORDINATES (ANGSTROEM)
C (0.0873, -0.1866, -2.3215)  0.037
O (-1.1681, 0.5899, -2.0304)  -0.164
C (-2.1218, 0.3787, -1.1726)  -0.384
S (-3.4334, 1.7194, -1.1226)  0.731
O (-3.5681, 2.2829, 0.2035)  -0.308
O (-3.2229, 2.5758, -2.2746)  -0.304
C (-4.9341, 0.7046, -1.4585)  -0.232
C (-4.7144, -0.6628, -1.4625)  -0.243
C (-5.7363, -1.5333, -1.8530)  -0.044
C (-7.0040, -1.0388, -2.1753)  -0.063
C (-7.2301, 0.3422, -2.1743)  -0.064
C (-6.1857, 1.2160, -1.8436)  -0.038
S (-2.9936, -1.2113, -1.1425)  0.694
O (-2.5662, -1.9731, -2.2937)  -0.304
O (-2.9485, -1.7797, 0.1885)  -0.307
H (0.2662, -0.1451, -3.4078)  0.108
H (0.8833, 0.3145, -1.7568)  0.078
H (-0.0063, -1.2197, -1.9908)  0.079
H (-5.5097, -2.5904, -1.9548)  0.120
H (-7.7956, -1.7275, -2.4685)  0.109
H (-8.2057, 0.7316, -2.4780)  0.111
H (-6.3276, 2.2952, -1.9312)  0.123
C (5.4762, 0.5998, -3.1832)  -0.082
N (5.4845, 0.1029, -1.8321)  -0.261
C (6.8116, -0.2087, -1.3506)  -0.075
C (4.3298, 0.0397, -1.0542)  -0.249
C (3.5694, -1.1584, -1.0152)  0.013
C (2.3885, -1.2098, -0.2892)  -0.055
C (1.9274, -0.1086, 0.4740)  -0.166
C (0.6360, -0.1133, 1.1281)  0.002
C (0.0574, 1.0712, 1.7248)  -0.118
C (-0.6985, 0.6670, 2.8789)  -0.098
C (-0.9005, 1.5417, 3.9368)  -0.006
C (-0.6773, 2.9006, 3.7335)  -0.059
C (-0.0803, 3.3314, 2.5393)  -0.059
C (0.2974, 2.4328, 1.5279)  -0.024
C (-0.6413, -0.7721, 2.9719)  -0.095
C (0.1843, -1.2602, 1.8882)  -0.101
C (0.6848, -2.5622, 1.9536)  0.001
C (0.3620, -3.3519, 3.0752)  -0.065
C (-0.3889, -2.8489, 4.1506)  -0.059
C (-0.8027, -1.5061, 4.1426)  -0.006
C (2.8079, 1.0046, 0.5590)  -0.008
C (3.9182, 1.1429, -0.2628)  0.019
H (4.4617, 0.6428, -3.5896)  0.090
H (5.9246, 1.6023, -3.2513)  0.082
H (6.0793, -0.0748, -3.7986)  0.078
H (6.7597, -0.7915, -0.4253)  0.091
H (7.3137, -0.7924, -2.1364)  0.080
H (7.3895, 0.7153, -1.1714)  0.084
H (3.9236, -2.0288, -1.5940)  0.129
H (1.7250, -2.0587, -0.4490)  0.104
H (-1.1257, 1.1273, 4.9142)  0.109
H (-0.9302, 3.6014, 4.5211)  0.104
H (0.1316, 4.3851, 2.4029)  0.102
H (0.7359, 2.7679, 0.5907)  0.120
H (1.2712, -2.9702, 1.1365)  0.093
H (0.7480, -4.3750, 3.1120)  0.104
H (-0.6146, -3.4740, 5.0214)  0.107
H (-1.1738, -1.0121, 5.0362)  0.107
H (2.5715, 1.8365, 1.2143)  0.103
H (4.4987, 2.0823, -0.3101)  0.129